[1]
The following is a DFT calculation (wB97M-V/def2-TZVPD) of an isolated molecule of H5N2PS2 in a non-equilibrium geometry.

Each line ends with the natural charge from an NBO analysis.
Cartesian coordinates (Å):
S  -0.226  1.745  -1.249  -0.34
S  1.973  -0.421  -0.059  -0.33
P  -0.259  -0.238  -0.238  1.59
N  -0.790  0.198  1.318  -1.17
N  -1.087  -1.433  -0.859  -1.24
H  -1.158  -0.725  1.714  0.42
H  1.690  -1.464  -0.785  0.13
H  -0.039  0.648  1.823  0.41
H  -0.449  -1.828  -1.555  0.37
H  -0.703  1.235  -2.383  0.16

Properties
- HOMO-LUMO gap (eV) = 9.5
- multiplicity = 1
- SMILES = N=P(N)(S)S
- LUMO (eV) = 0.151
- relative energy (zero: lowest compared OMol25 entry of this formula, charge and spin) (kcal/mol) = 36.7
- HOMO (eV) = -9.33

[2]
The following is a DFT calculation (wB97M-V/def2-TZVPD) of a structure of composition C34H43BrMgN2OP.

Each line ends with the Mulliken charge.
Cartesian coordinates (Å):
Br  -7.159  1.667  -3.622  -0.18
P  0.113  0.298  1.357  -0.39
Mg  -0.232  0.634  -1.198  0.79
O  -1.559  1.933  -1.451  -0.26
N  -1.280  -0.723  -2.313  0.41
N  1.319  -0.168  -2.497  -0.63
C  -4.885  2.906  -2.422  -0.34
C  -3.603  2.967  -1.939  -0.45
C  -3.691  2.076  1.735  -0.30
C  -2.330  2.793  1.899  -0.14
C  2.299  -3.086  0.775  -0.77
C  1.520  2.680  1.396  -1.06
C  2.578  0.166  -2.670  -0.07
C  -3.272  0.640  -2.526  -0.17
C  2.106  -2.736  3.205  -0.77
C  -3.742  0.743  2.477  -1.43
C  -1.470  2.106  2.951  -1.85
C  -2.502  -0.091  2.172  -0.62
C  3.534  -0.671  -3.269  -1.02
C  0.857  -1.860  3.091  -1.23
C  3.777  2.632  0.263  -0.91
C  -2.471  -0.522  -2.773  0.17
C  -1.200  0.637  2.609  0.79
C  -0.469  -1.754  -2.829  -0.49
C  2.154  -3.791  2.114  -1.09
C  1.346  -3.610  -3.892  -0.91
C  -5.390  1.715  -2.966  -0.34
C  0.379  -1.508  1.650  0.37
C  -2.756  1.837  -1.947  0.26
C  1.096  -2.193  0.454  0.83
C  2.277  2.891  0.092  0.18
C  3.154  -1.919  -3.664  -0.72
C  2.882  0.532  1.308  0.32
C  0.910  -1.406  -2.947  0.64
C  1.810  -2.327  -3.505  1.12
C  -0.884  -3.002  -3.197  -0.23
C  -4.590  0.612  -3.035  -0.77
C  1.621  1.206  1.875  0.05
C  4.044  1.517  1.285  -1.17
C  0.032  -3.936  -3.728  -1.02
H  2.872  1.146  -2.312  0.54
H  -0.540  2.642  3.133  0.57
H  -2.894  -1.253  -3.467  0.44
H  4.978  1.003  1.053  0.43
H  3.122  -0.352  1.897  -0.08
H  1.688  1.180  2.968  0.91
H  1.862  2.215  -0.673  -0.66
H  -1.923  -3.280  -3.077  0.57
H  -3.819  0.900  3.555  0.38
H  2.099  3.897  -0.290  0.72
H  1.238  -4.392  2.128  0.36
H  4.222  2.371  -0.700  0.31
H  -2.565  -1.063  2.664  0.38
H  -0.807  0.153  3.510  0.77
H  -3.875  1.887  0.676  -0.09
H  -0.322  -4.917  -4.012  0.44
H  1.002  -0.957  3.688  0.35
H  -3.210  3.884  -1.525  0.46
H  -1.810  2.806  0.936  -0.05
H  2.045  -4.318  -4.312  0.45
H  1.433  -1.442  -0.268  -1.55
H  2.705  0.172  0.284  -0.24
H  4.549  -0.320  -3.388  0.46
H  3.868  -2.603  -4.104  0.47
H  -4.505  2.717  2.076  0.33
H  2.120  -3.186  4.198  0.45
H  0.351  -2.791  -0.077  0.55
H  3.015  -2.131  3.134  0.29
H  2.426  -3.800  -0.040  0.48
H  1.928  3.346  2.161  0.49
H  -2.487  -0.294  1.092  0.10
H  -1.997  2.122  3.908  0.57
H  3.214  -2.485  0.805  0.25
H  4.267  3.553  0.580  0.37
H  -5.516  3.783  -2.391  0.44
H  -2.479  3.837  2.180  0.60
H  2.985  -4.477  2.277  0.49
H  0.481  2.982  1.258  0.12
H  -4.635  0.190  2.186  0.54
H  -4.961  -0.300  -3.486  0.47
H  -0.657  -1.853  1.596  0.72
H  0.039  -2.397  3.578  0.44
H  4.168  1.939  2.285  0.38

Properties
- HOMO-LUMO gap (eV) = 6.9
- multiplicity = 1
- total charge = +1
- LUMO (eV) = -3.361
- relative energy (zero: lowest compared OMol25 entry of this formula, charge and spin) (kcal/mol) = 2.1
- HOMO (eV) = -10.26

[3]
The following is a DFT calculation (wB97M-V/def2-TZVPD) of a structure of composition CHBr4O2P in a non-equilibrium geometry.

Each line ends with the natural charge from an NBO analysis.
Cartesian coordinates (Å):
Br  1.342  1.765  -0.709  -0.02
Br  0.170  0.216  -3.217  0.00
Br  -1.872  -1.580  1.692  -0.17
Br  -1.789  1.257  -0.949  0.11
P  -0.298  -0.170  1.199  1.25
O  0.114  -0.744  -0.774  -0.73
O  0.906  -0.917  1.863  -0.99
C  -0.094  0.447  -1.217  0.03
H  1.521  -0.272  2.111  0.51

Properties
- HOMO-LUMO gap (eV) = 9.3
- multiplicity = 1
- LUMO (eV) = -0.612
- relative energy (zero: lowest compared OMol25 entry of this formula, charge and spin) (kcal/mol) = 42.2
- HOMO (eV) = -9.86

[4]
The following is a DFT calculation (wB97M-V/def2-TZVPD) of a structure of composition C30H44As2F12N7O5 in a non-equilibrium geometry.

Each line ends with the Mulliken charge.
Cartesian coordinates (Å):
As  11.157  -14.953  7.796  2.22
As  7.936  -11.205  2.310  2.09
F  11.046  -16.429  8.727  -0.56
F  9.663  -11.058  2.512  -0.47
F  7.748  -9.476  2.145  -0.52
F  10.160  -14.200  8.980  -0.49
F  11.252  -13.507  6.853  -0.60
F  9.750  -15.478  6.886  -0.63
F  6.228  -11.289  1.992  -0.49
F  7.890  -12.932  2.407  -0.48
F  8.250  -11.320  0.616  -0.49
F  12.124  -15.776  6.605  -0.48
F  12.550  -14.462  8.684  -0.49
F  7.642  -11.083  4.050  -0.92
O  12.633  -16.792  3.023  -0.44
O  6.525  -15.152  4.861  -0.64
O  9.477  -11.457  7.875  -0.36
O  8.529  -14.271  4.853  -0.32
O  8.051  -15.929  3.500  -0.80
N  7.692  -15.100  4.380  0.75
N  9.867  -11.633  5.642  2.08
N  10.735  -15.696  2.315  0.21
N  12.252  -22.300  8.096  -0.01
N  3.760  -12.807  5.370  0.05
N  6.217  -6.371  6.472  0.02
N  6.629  -18.213  7.153  0.16
C  12.420  -20.974  7.993  -0.65
C  10.676  -17.317  4.258  -0.31
C  11.096  -11.054  5.075  -0.90
C  8.860  -19.843  7.486  1.06
C  5.395  -17.407  6.901  -0.87
C  11.057  -22.876  7.999  -0.20
C  11.327  -20.180  7.790  -0.56
C  10.055  -20.735  7.682  1.30
C  9.937  -22.113  7.787  -0.93
C  7.853  -17.716  6.906  -0.45
C  11.373  -14.355  2.414  -0.73
C  6.480  -19.510  7.469  -0.48
C  4.792  -12.659  6.221  -0.70
C  11.479  -16.686  3.166  0.06
C  7.570  -20.330  7.585  -0.78
C  6.711  -4.996  6.772  -0.91
C  3.208  -11.751  4.744  -0.50
C  5.573  -8.072  4.938  -0.69
C  6.014  -6.793  5.220  -0.30
C  8.986  -18.507  7.090  0.09
C  9.414  -10.908  6.859  0.29
C  5.912  -7.155  7.521  -0.45
C  3.097  -14.151  5.253  -1.07
C  4.795  -10.303  5.777  0.48
C  13.460  -23.137  8.257  -0.87
C  5.496  -8.440  7.289  -0.38
C  9.046  -9.472  6.714  -1.05
C  3.760  -10.498  4.873  -0.61
C  5.392  -11.432  6.355  -0.05
C  5.273  -8.917  6.006  0.73
H  5.996  -4.537  7.447  0.38
H  9.858  -12.667  5.723  -0.04
H  8.414  -9.246  7.569  0.38
H  13.962  -22.830  9.177  0.39
H  5.497  -19.914  7.653  0.38
H  12.186  -14.297  1.701  0.38
H  11.346  -17.902  4.871  0.39
H  10.654  -15.989  1.332  0.43
H  9.929  -18.052  6.850  -0.39
H  11.420  -19.107  7.792  0.71
H  3.301  -9.672  4.347  0.60
H  8.959  -22.566  7.744  0.43
H  5.476  -16.553  7.576  0.34
H  5.195  -13.553  6.672  0.46
H  5.424  -8.381  3.911  0.44
H  11.641  -14.132  3.439  0.20
H  2.029  -13.969  5.176  0.53
H  4.547  -18.022  7.173  0.33
H  3.362  -14.698  6.145  0.34
H  11.379  -11.598  4.181  0.18
H  7.690  -5.118  7.227  0.36
H  14.158  -22.889  7.462  0.36
H  13.207  -24.184  8.359  0.28
H  10.227  -16.425  4.714  -0.19
H  9.917  -17.949  3.784  0.52
H  10.956  -10.046  4.684  0.37
H  13.441  -20.636  8.087  0.53
H  9.737  -15.719  2.600  0.13
H  2.406  -12.058  4.086  0.51
H  5.384  -16.984  5.898  0.32
H  5.424  -9.106  8.141  0.54
H  9.081  -11.591  4.964  -0.29
H  6.108  -6.805  8.524  0.50
H  9.798  -8.694  6.593  0.49
H  11.845  -11.028  5.858  0.35
H  6.775  -4.405  5.865  0.33
H  11.030  -23.948  8.120  0.39
H  10.635  -13.618  2.091  0.31
H  6.296  -6.092  4.446  0.42
H  8.447  -9.365  5.797  0.16
H  7.995  -16.705  6.542  0.64
H  6.345  -11.365  6.862  0.44
H  7.431  -21.368  7.854  0.37
H  3.424  -14.558  4.299  0.33

Properties
- HOMO-LUMO gap (eV) = 6.9
- multiplicity = 1
- total charge = +3
- LUMO (eV) = -8.404
- HOMO (eV) = -15.29

[5]
The following is a DFT calculation (wB97M-V/def2-TZVPD) of an isolated molecule of C4H9N3S.

Each line ends with the natural charge from an NBO analysis.
Cartesian coordinates (Å):
S  -2.814  -0.590  0.003  -0.32
N  -1.227  1.578  -0.039  -0.80
N  -0.178  -0.438  0.041  -0.46
N  1.049  0.192  -0.008  -0.28
C  2.024  -0.148  1.047  -0.22
C  -1.347  0.244  0.006  0.30
C  3.130  -0.069  -0.006  -0.42
C  2.011  -0.215  -1.053  -0.22
H  3.583  0.921  -0.025  0.21
H  2.032  0.546  1.897  0.20
H  -2.090  2.115  0.008  0.42
H  -0.242  -1.456  0.014  0.39
H  -0.307  1.995  -0.032  0.41
H  1.890  -1.275  -1.359  0.18
H  3.888  -0.858  0.024  0.22
H  2.010  0.431  -1.922  0.20
H  1.855  -1.167  1.427  0.18

Properties
- HOMO-LUMO gap (eV) = 8.8
- multiplicity = 1
- SMILES = NC(=S)NN1CCC1
- LUMO (eV) = 0.779
- relative energy (zero: lowest compared OMol25 entry of this formula, charge and spin) (kcal/mol) = 27.0
- HOMO (eV) = -8.05

[6]
The following is a DFT calculation (wB97M-V/def2-TZVPD) of a structure of composition C10H11N3O in a non-equilibrium geometry.

Each line ends with the natural charge from an NBO analysis.
Cartesian coordinates (Å):
O  0.603  2.024  -2.228  -0.60
N  -0.006  3.083  -0.208  -0.83
N  0.208  0.894  2.009  -0.10
N  1.108  1.275  1.261  -0.16
C  -0.708  0.052  -0.053  0.05
C  2.161  -1.332  -0.026  -0.60
C  -2.986  -0.792  1.204  -0.22
C  0.559  2.115  -1.005  0.66
C  0.999  0.983  -0.116  0.05
C  -2.822  -0.936  -0.178  -0.19
C  2.037  -0.011  -0.679  -0.43
C  -0.883  0.232  1.332  -0.03
C  -1.983  -0.309  1.991  -0.18
C  -1.674  -0.552  -0.809  -0.27
H  2.974  0.583  -0.799  0.22
H  -3.481  -1.380  -0.925  0.23
H  0.301  3.293  0.706  0.42
H  -1.918  -0.131  3.064  0.23
H  2.990  -1.961  -0.628  0.22
H  2.335  -1.174  0.977  0.21
H  1.764  0.067  -1.817  0.25
H  -0.502  3.760  -0.783  0.40
H  -1.426  -0.580  -1.829  0.23
H  1.254  -1.780  -0.016  0.21
H  -3.866  -1.189  1.815  0.23

Properties
- HOMO-LUMO gap (eV) = 9.2
- multiplicity = 1
- LUMO (eV) = -0.135
- relative energy (zero: lowest compared OMol25 entry of this formula, charge and spin) (kcal/mol) = 74.8
- HOMO (eV) = -9.38

Q: Which formula does entry 6 have?
A: C10H11N3O

Q: The highest HOMO-LUMO gap belongs to which entry?
A: H5N2PS2